Formula: C10H5Cl2LuNO3Tm
Source: the OMol25 dataset
Level of theory: wB97M-V/def2-TZVPD

Geometry (Å):
Tm 2.536 -4.528 -4.010
Lu 0.661 -2.211 0.010
Cl 0.714 -2.999 -3.488
Cl 3.011 -2.240 0.326
C 0.942 -2.108 2.320
C 1.030 -6.100 -3.863
C 2.835 -5.670 -2.154
O 1.389 -2.088 3.389
O 0.160 -6.768 -3.467
O 2.852 -6.368 -1.215
N 0.142 -0.096 0.012
C -0.224 1.013 0.194
C -0.797 2.243 0.559
C -0.277 3.489 0.129
C -0.824 4.681 0.605
C -1.914 4.657 1.492
C -2.463 3.433 1.874
C -1.933 2.243 1.412
H 0.578 3.515 -0.562
H -0.400 5.643 0.296
H -2.333 5.581 1.863
H -3.324 3.402 2.561
H -2.360 1.277 1.717

As for the total charge: +4. The spin multiplicity is 3. The calculation puts the HOMO energy (alpha / beta) at -19.32 / -19.32 eV. The calculation puts the HOMO-LUMO gap (alpha / beta) at 2.09 / 2.14 eV.

Atomic partial charges in e from the Mulliken method, atoms 1 to 6: 2.0299 1.5972 -0.3259 -0.3211 0.3003 0.1185

***

Formula: C11H13N
Source: the OMol25 dataset
Level of theory: wB97M-V/def2-TZVPD

Geometry (Å):
C -1.760 -2.066 -2.543
C -2.318 -1.493 -1.362
C -0.391 -1.830 -2.738
C -1.509 -0.836 -0.440
C 0.332 -0.960 -2.002
C -0.185 -0.613 -0.735
C 2.529 1.377 -0.550
C 0.547 0.256 0.208
C 1.303 0.480 2.476
C -0.280 2.110 1.626
C 0.058 0.564 1.628
N 1.659 0.755 -0.043
H -2.355 -2.429 -3.347
H -3.352 -1.596 -1.189
H 0.063 -2.457 -3.559
H -2.033 -0.503 0.435
H 1.232 -0.611 -2.411
H 3.578 1.137 -0.319
H 1.834 1.410 2.572
H 2.028 -0.232 2.177
H 0.970 0.146 3.482
H -0.780 2.636 2.495
H -0.913 2.109 0.757
H 0.671 2.597 1.577
H -0.926 0.048 1.805

The calculation puts the HOMO energy (alpha / beta) at -7.29 / -7.29 eV. The energy relative to the best compared isomer or geometry (same formula, charge and spin) is 408.9 kJ/mol. The calculation puts the HOMO-LUMO gap (alpha / beta) at 7.80 / 7.80 eV.

Atomic partial charges in e from the Mulliken method, atoms 1 to 6: -0.5938 -0.6611 -0.4147 -0.6531 -0.5425 1.1136

***

Formula: C21H32BN8PdSi2
Source: the OMol25 dataset
Level of theory: wB97M-V/def2-TZVPD

Geometry (Å):
Pd 0.092 -0.002 0.288
C -0.351 0.003 4.568
C 0.460 0.002 3.442
N -0.274 0.001 2.327
N -1.575 0.001 2.730
C -1.633 0.002 4.063
B -2.748 0.000 1.733
N -2.602 -1.290 0.895
C -3.490 -2.269 0.659
C -2.880 -3.228 -0.126
C -1.583 -2.746 -0.314
N -1.426 -1.588 0.320
N -2.602 1.289 0.894
C -3.490 2.268 0.657
C -2.880 3.226 -0.129
C -1.582 2.743 -0.316
N -1.426 1.585 0.319
H -0.047 0.004 5.599
H 1.529 0.002 3.397
H -2.589 0.003 4.560
H -3.821 0.000 2.267
H -4.486 -2.217 1.068
H -3.305 -4.147 -0.492
H -0.755 -3.188 -0.846
H -4.486 2.217 1.066
H -3.304 4.145 -0.495
H -0.754 3.185 -0.848
C -2.990 -0.001 -1.976
Si -1.375 0.001 -2.841
C -1.316 1.558 -3.850
C -1.315 -1.555 -3.853
N 0.137 0.000 -1.738
C 1.307 0.000 -2.293
C 1.570 0.002 -3.747
C 2.822 0.002 -4.210
C 3.996 0.001 -3.327
C 3.861 0.000 -2.004
C 2.514 -0.001 -1.401
N 2.250 -0.001 -0.160
Si 3.262 -0.001 1.330
C 2.776 -1.607 2.116
C 2.776 1.605 2.115
C 5.108 -0.001 1.159
H -3.740 -0.001 -2.774
H -3.161 0.886 -1.372
H -3.160 -0.890 -1.373
H -2.201 1.573 -4.492
H -0.444 1.677 -4.491
H -1.367 2.432 -3.197
H -2.200 -1.570 -4.494
H -1.366 -2.430 -3.201
H -0.443 -1.673 -4.493
H 0.745 0.002 -4.436
H 2.989 0.002 -5.280
H 4.981 0.001 -3.775
H 4.719 -0.001 -1.347
H 1.705 -1.798 2.101
H 3.113 -1.666 3.154
H 3.268 -2.415 1.566
H 1.706 1.797 2.099
H 3.268 2.413 1.565
H 3.113 1.665 3.153
H 5.492 -0.888 0.650
H 5.524 -0.001 2.170
H 5.491 0.886 0.650

As for the total charge: +1. The calculation puts the HOMO energy at -11.47 eV. The calculation puts the HOMO-LUMO gap at 6.97 eV.

Atomic partial charges in e from the Mulliken method, atoms 1 to 6: -0.1776 -1.6975 -0.4995 1.2290 -0.5850 -0.0920

***

Formula: C9H25CuNO8P
Source: the OMol25 dataset
Level of theory: wB97M-V/def2-TZVPD

Geometry (Å):
Cu 9.765 -2.915 -15.506
O 7.828 -3.790 -19.306
H 6.946 -4.208 -19.261
O 12.022 -6.591 -15.249
H 12.242 -7.485 -14.922
O 12.407 -0.395 -17.368
H 12.778 0.500 -17.491
C 6.120 -7.330 -13.755
O 6.255 -6.179 -13.238
N 5.386 -8.312 -13.214
C 5.024 -9.579 -13.823
C 4.705 -8.160 -11.998
H 6.415 -7.554 -14.792
H 3.956 -9.767 -13.934
H 5.270 -10.324 -13.066
H 5.544 -9.735 -14.768
H 3.653 -7.896 -12.105
H 4.704 -9.117 -11.477
H 5.031 -7.488 -11.204
C 9.764 7.020 -17.138
C 9.777 5.559 -17.064
O 8.618 5.087 -16.271
P 7.934 3.647 -16.654
O 8.177 3.103 -18.029
O 8.307 2.687 -15.375
C 8.103 3.186 -13.980
C 8.261 1.986 -12.990
O 6.364 4.037 -16.354
C 5.330 4.140 -17.265
C 5.449 5.525 -17.984
H 8.927 7.422 -17.709
H 9.614 7.467 -16.156
H 10.721 7.227 -17.618
H 9.917 4.997 -17.988
H 10.692 5.266 -16.549
H 8.906 3.906 -13.821
H 7.076 3.528 -13.846
H 9.300 1.665 -13.063
H 8.012 2.294 -11.974
H 7.593 1.189 -13.318
H 5.473 3.257 -17.888
H 4.345 4.000 -16.819
H 4.970 5.352 -18.948
H 5.077 6.394 -17.441
H 6.506 5.766 -18.096

As for the total charge: -2. The calculation puts the HOMO energy at -0.52 eV. The energy relative to the best compared isomer or geometry (same formula, charge and spin) is 484.8 kJ/mol. The calculation puts the HOMO-LUMO gap at 3.63 eV.

Atomic partial charges in e from the Mulliken method, atoms 1 to 6: 0.7024 -0.9970 0.1208 -1.0315 0.0962 -0.9724

***

Formula: C42H32BrFN2O15P
Source: the OMol25 dataset
Level of theory: wB97M-V/def2-TZVPD

Geometry (Å):
O -2.110 0.104 0.065
P -0.915 1.104 0.469
O -1.494 2.665 1.023
O -0.160 0.358 1.892
C 0.443 1.231 -0.895
C 1.886 0.613 -0.547
C 2.878 0.827 -1.820
C 2.215 1.603 -3.046
C 3.239 1.883 -4.343
C 4.168 3.231 -4.140
F 4.962 3.239 -2.883
N 0.865 2.120 -3.252
N 0.127 1.863 -2.162
Br -1.681 2.464 -2.359
H -2.506 2.625 0.973
H 0.434 1.032 2.354
H 2.179 0.067 0.441
H 3.987 0.460 -1.863
H 4.000 0.963 -4.348
H 2.681 1.836 -5.375
H 3.501 4.183 -4.284
H 4.962 3.241 -5.030
C 5.119 -3.590 -3.290
C 5.432 -2.292 -3.333
C 5.010 -1.439 -4.462
O 5.298 -0.251 -4.503
C 4.226 -2.076 -5.539
C 3.913 -3.374 -5.496
C 4.335 -4.227 -4.367
O 4.047 -5.415 -4.326
H 5.422 -4.230 -2.470
H 6.006 -1.810 -2.551
H 3.923 -1.436 -6.359
H 3.339 -3.856 -6.278
C -0.753 4.264 -7.524
C -0.547 3.728 -6.317
C -1.675 3.309 -5.462
O -1.487 2.821 -4.357
C -3.039 3.505 -5.993
C -3.245 4.041 -7.200
C -2.117 4.459 -8.055
O -2.305 4.948 -9.160
H 0.063 4.577 -8.164
H 0.447 3.578 -5.914
H -3.855 3.192 -5.353
H -4.240 4.191 -7.603
C 1.213 -2.374 4.760
C 1.732 -1.561 3.835
C 2.994 -0.834 4.074
O 3.469 -0.088 3.229
C 3.662 -1.042 5.375
C 3.143 -1.855 6.300
C 1.880 -2.581 6.061
O 1.406 -3.327 6.906
H 0.287 -2.913 4.601
H 1.254 -1.398 2.876
H 4.587 -0.502 5.534
H 3.620 -2.017 7.259
C -6.227 -0.547 -4.717
C -5.914 0.752 -4.760
C -6.337 1.605 -5.888
O -6.048 2.793 -5.930
C -7.120 0.968 -6.966
C -7.434 -0.330 -6.922
C -7.011 -1.183 -5.794
O -7.299 -2.372 -5.753
H -5.925 -1.187 -3.897
H -5.340 1.234 -3.978
H -7.423 1.608 -7.785
H -8.007 -0.812 -7.705
C -4.728 -3.671 4.008
C -3.495 -4.145 3.808
C -2.375 -3.761 4.690
O -1.245 -4.192 4.506
C -2.671 -2.835 5.801
C -3.905 -2.362 6.001
C -5.025 -2.746 5.119
O -6.155 -2.314 5.303
H -5.561 -3.942 3.370
H -3.261 -4.825 2.998
H -1.838 -2.565 6.439
H -4.138 -1.682 6.811
C 1.473 -0.529 10.589
C 2.254 -0.625 9.508
C 3.192 0.454 9.142
O 3.906 0.368 8.152
C 3.236 1.642 10.018
C 2.456 1.738 11.099
C 1.517 0.659 11.464
O 0.804 0.745 12.454
H 0.779 -1.311 10.871
H 2.234 -1.491 8.856
H 3.931 2.424 9.736
H 2.476 2.603 11.750

As for the total charge: +1. The calculation puts the HOMO energy at -11.66 eV. The energy relative to the best compared isomer or geometry (same formula, charge and spin) is 863.6 kJ/mol. The calculation puts the HOMO-LUMO gap at 6.49 eV.

Atomic partial charges in e from the Mulliken method, atoms 1 to 6: -0.5997 0.6098 -0.4945 -0.4560 0.6217 -0.2972